{
  "formula": "C5H9N",
  "method": "ωB97M-V with the def2-TZVPD basis set",
  "symbols": ["C", "C", "C", "N", "C", "C", "H", "H", "H", "H", "H", "H", "H", "H", "H"],
  "positions_angstrom": [[-1.7759, 0.7164, -0.1204], [-1.6809, -0.7671, -0.2288], [-0.5042, -0.0038, 0.2465], [0.7173, -0.0065, -0.5887], [1.7693, -0.7481, 0.0360], [1.8182, 0.7517, -0.0826], [-2.3517, 1.0831, 0.7541], [-1.8646, 1.3990, -0.9936], [-1.5427, -1.1199, -1.3028], [-2.3692, -1.3026, 0.4617], [-0.2810, -0.0666, 1.3118], [1.6972, -1.1563, 1.0365], [2.3651, -1.3545, -0.6245], [2.4343, 1.2637, -0.7544], [1.5687, 1.3114, 0.8492]],
  "atomic_forces_ev_per_a": [[-0.1643, 1.5670, 0.2103], [-0.8016, -0.8950, -1.6465], [0.8018, 0.2485, 0.0778], [-2.3435, -0.4276, 0.0612], [1.2136, 0.3976, -0.1215], [-0.9979, -0.1929, 2.3580], [0.4739, -0.1891, -0.6886], [0.3192, -0.8530, 0.5950], [-0.4489, 0.1132, 1.7122], [0.9758, -0.0026, -0.7527], [-0.0192, 0.1414, 0.0092], [-0.4759, 0.0418, 0.0608], [0.1704, -0.0692, -0.1823], [0.7666, 0.5351, -1.0482], [0.5301, -0.4152, -0.6447]],
  "mulliken_charge": [-0.52, -0.58, 0.02, -0.38, -0.49, -0.33, 0.20, 0.26, 0.25, 0.24, 0.36, 0.23, 0.26, 0.27, 0.21],
  "de_lowest_ev": 2.529,
  "molar_mass_g_mol": 83.1,
  "homo_ev": -9.28,
  "energy_ev": -6818.4658,
  "smiles": "C1CC1N1CC1"
}

=====

{
  "formula": "C5H8N2O2",
  "method": "ωB97M-V with the def2-TZVPD basis set",
  "symbols": ["C", "C", "C", "C", "C", "N", "O", "N", "O", "H", "H", "H", "H", "H", "H", "H", "H"],
  "positions_angstrom": [[0.8657, -1.0751, -2.1814], [0.4307, -0.5939, -0.8675], [-0.8588, -0.6435, -0.3621], [-0.8410, 0.1466, 0.7819], [-1.8984, 0.6882, 1.6478], [0.3960, 0.6767, 0.9589], [0.9087, 1.3509, 1.8535], [1.1039, 0.1738, 0.0089], [2.5992, 0.6436, 0.0400], [0.5949, -0.4122, -2.9679], [1.9923, -1.2839, -2.2274], [0.2910, -1.9175, -2.4969], [-1.6764, -1.2760, -0.7098], [-2.1122, 0.0162, 2.5574], [-1.4909, 1.7403, 1.9300], [-2.9480, 0.6282, 1.1643], [2.6434, 1.1378, 0.8703]],
  "atomic_forces_ev_per_a": [[2.4651, -0.4786, -0.1213], [-0.7361, -0.3178, -0.1497], [0.5529, -0.2241, 0.2559], [-0.8243, 0.9287, 0.7373], [-1.6536, -0.0970, 1.3162], [-3.0455, -2.0050, -0.6047], [0.9793, 1.9090, 2.1860], [6.6284, 1.0179, -1.7818], [-3.5100, -2.0327, -1.6917], [0.2194, 1.2562, -0.5253], [-1.7005, 0.1778, -0.0341], [-0.1156, -1.1335, 0.3558], [0.3315, 0.5443, -0.0508], [0.8400, 1.2492, -0.8472], [-1.4445, -1.7331, -0.0773], [1.8728, 0.7501, 0.3273], [-0.8592, 0.1887, 0.7054]],
  "mulliken_charge": [-1.32, 0.58, -0.82, 0.60, -1.00, 0.63, -0.96, 0.21, -0.40, 0.29, 0.30, 0.38, 0.34, 0.21, 0.29, 0.28, 0.38],
  "de_lowest_ev": 6.335,
  "molar_mass_g_mol": 128.1,
  "homo_ev": -7.90,
  "energy_ev": -12384.6008,
  "smiles": "Cc1cc(C)[n+]([O-])n1O"
}

=====

{
  "formula": "C3H4F2O2",
  "method": "ωB97M-V with the def2-TZVPD basis set",
  "symbols": ["O", "C", "C", "F", "F", "H", "H", "C", "O", "H", "H"],
  "positions_angstrom": [[-0.3029, -2.0264, 0.8545], [-0.5302, -1.3283, -0.1082], [0.3528, -0.6107, -1.2235], [1.5194, -0.0842, -0.9139], [-0.4062, 0.4423, -1.7871], [-1.4122, -1.2837, -0.3352], [0.6472, -1.3993, -1.9683], [0.0217, 1.5400, 1.4497], [-0.6423, 0.5461, 1.4230], [1.1006, 1.5830, 1.0767], [-0.3480, 2.6212, 1.5323]],
  "atomic_forces_ev_per_a": [[1.5729, 0.4747, -1.2129], [8.8202, -1.1432, 2.8574], [-0.6518, -0.9276, -0.5852], [1.0762, 0.7223, 1.2399], [0.5871, -1.6892, 0.6530], [-10.2033, 1.1581, -3.1557], [-1.1165, 0.6596, 0.0384], [1.0756, 1.7725, -1.9625], [-0.1614, 0.8101, 0.6895], [-0.6929, -0.6032, 0.7777], [-0.3061, -1.2341, 0.6605]],
  "mulliken_charge": [-0.47, -0.12, 0.28, -0.22, -0.26, 0.58, 0.23, -0.05, -0.39, 0.19, 0.23],
  "de_lowest_ev": 2.635,
  "molar_mass_g_mol": 110.1,
  "homo_ev": -10.23,
  "energy_ev": -12702.4537,
  "smiles": "O=CC(F)F.C=O"
}

=====

{
  "formula": "C4H12S",
  "method": "ωB97M-V with the def2-TZVPD basis set",
  "symbols": ["C", "C", "S", "H", "H", "H", "H", "H", "H", "C", "C", "H", "H", "H", "H", "H", "H"],
  "positions_angstrom": [[-1.6603, -1.3525, -1.0524], [-0.2297, -1.5517, -0.5954], [0.5405, -3.1644, -1.0122], [-1.9509, -1.5924, -2.0968], [-1.9473, -0.3422, -0.7857], [-2.4617, -1.9142, -0.5418], [0.3783, -0.8798, -1.1748], [-0.2457, -1.5324, 0.4896], [1.4758, -3.0613, -0.0825], [0.5672, 2.0967, 0.1644], [1.1160, 1.7999, 1.5042], [0.7391, 1.4768, -0.7501], [-0.4972, 1.9002, 0.2509], [0.6517, 3.1209, -0.1357], [1.1181, 0.6010, 1.6409], [2.0318, 2.2189, 1.8912], [0.3743, 2.1766, 2.2861]],
  "atomic_forces_ev_per_a": [[-1.7288, -0.7215, -0.2234], [-0.6203, -1.1806, -0.6487], [-0.6707, -0.3624, -0.2798], [0.9122, 0.5592, 0.2510], [0.0979, 0.5009, -0.4588], [0.8122, -0.3603, 0.4487], [0.3140, 0.8564, 0.7261], [0.5291, 0.7460, -0.0423], [0.3604, -0.0395, 0.2360], [-1.3525, -0.3118, -1.7926], [-1.0663, -2.9997, 2.5914], [1.0317, 0.2293, 0.9905], [-0.4673, 0.2947, 0.0555], [0.1763, 0.6942, -0.1421], [0.2670, 2.7136, -0.0296], [0.6888, -0.0357, -0.7178], [0.7164, -0.5828, -0.9644]],
  "mulliken_charge": [-1.12, -0.21, -0.22, 0.34, 0.26, 0.35, 0.26, 0.23, 0.11, -0.73, -0.69, 0.21, 0.21, 0.32, 0.13, 0.33, 0.22],
  "de_lowest_ev": 0.998,
  "molar_mass_g_mol": 92.2,
  "homo_ev": -8.99,
  "energy_ev": -15176.7075,
  "smiles": "CCS.CC"
}